1.
This record from the OMol25 dataset describes C2H4P2S in the gas phase at a distorted geometry. The level of theory is the ωB97M-V functional and the def2-TZVPD basis.

```
9
Properties=species:S:1:pos:R:3:mulliken_charge:R:1
H 1.4677 0.0178 -0.0095 0.3197
C 0.6531 0.3121 0.7032 -0.7974
H 0.8303 1.2974 1.0996 0.2741
C -1.5124 0.0040 -1.7102 -0.0537
P -2.7903 -0.7900 -2.4710 -0.0625
H -3.8412 -0.5289 -1.4268 0.0390
P -0.8437 0.7954 -0.3769 0.3727
H 0.1869 -0.3639 1.4205 0.2998
S -0.7288 2.7051 -0.5541 -0.3918
```

Properties
maximum force = 0.048 hartree/bohr
total energy = -31548.3680 eV
HOMO (spin up / spin down) = -8.290 / -8.288 eV
orbital gap (spin up / spin down) = 7.10 / 7.10 eV
structure (SMILES) = CP(=S)=C=P


2.
This record from the OMol25 dataset describes 2 unconnected molecules or ions with the total composition C10H5NO3 at a distorted geometry. The level of theory is the ωB97M-V functional and the def2-TZVPD basis.

```
19
Properties=species:S:1:pos:R:3:mulliken_charge:R:1
C 0.4847 -2.0491 0.8517 0.7216
H 1.1510 1.9103 -2.4043 0.3151
O -2.8738 1.8243 1.1620 -0.3610
C -1.3784 -0.0240 0.9184 -0.2293
O -4.7777 2.8234 0.4415 -0.3340
C 2.1097 0.2982 -1.5524 -0.5896
C 1.9324 -0.6923 -0.5685 -0.4955
H -0.8315 2.1150 -0.7271 0.2617
H 1.3082 -3.6316 1.3901 0.3110
C -0.2828 0.2310 0.0828 0.4330
C -0.5923 -2.1684 1.6417 -0.6080
C -0.0209 1.3260 -0.7549 -0.3377
C 1.1084 1.3368 -1.4868 -0.4321
H 3.0448 0.4824 -2.0952 0.3673
O 1.5405 -2.8822 0.8983 -0.4843
H 2.6107 -1.5755 -0.4842 0.3524
C 0.7023 -0.8542 0.0832 0.3174
N -3.7664 2.6906 1.1024 0.6132
C -1.4687 -1.1606 1.5013 0.1788
```

Properties
maximum force = 0.071 hartree/bohr
total energy = -18073.2343 eV
HOMO (spin up / spin down) = -8.393 / -8.215 eV
orbital gap (spin up / spin down) = 6.19 / 6.80 eV


3.
This record from the OMol25 dataset describes 2 unconnected molecules or ions with the total composition C4H8N2O. The level of theory is the ωB97M-V functional and the def2-TZVPD basis.

```
15
Properties=species:S:1:pos:R:3:mulliken_charge:R:1
C 0.6049 0.2548 -0.3543 -0.0734
H -2.1749 0.9998 2.6176 0.3439
H -0.2568 0.5604 -2.2439 0.2802
N 0.0252 -0.2259 -1.6603 -0.4546
C -0.5901 -0.0698 0.2831 0.3370
H 2.2309 -1.1256 -0.4580 0.3059
H 2.1917 -0.1507 1.0427 0.3143
C 2.0235 -0.1331 -0.0401 -1.0866
H -2.1665 -0.3743 -1.2468 0.2799
O -1.6957 0.2316 2.2763 -0.4211
H -1.1856 -1.8376 -0.9141 0.2141
C -1.1901 -0.7457 -0.9191 -0.4561
H 2.7391 0.5710 -0.4770 0.2791
H 0.3272 1.2802 0.8261 0.3710
N -0.8827 0.7648 1.2677 -0.2335
```

Properties
maximum force = 0.008 hartree/bohr
total energy = -9298.8687 eV
HOMO = -8.060 eV
orbital gap = 8.66 eV


4.
This record from the OMol25 dataset describes a gas-phase ion, C6H10NO2 (charge +1) at a distorted geometry. The level of theory is the ωB97M-V functional and the def2-TZVPD basis.

```
19
Properties=species:S:1:pos:R:3:mulliken_charge:R:1
C -1.0219 0.2396 1.6309 -0.3826
H -0.9430 0.6201 2.5846 0.3773
H 1.0275 0.2087 1.4290 0.4523
C 0.8365 -0.3545 -1.3052 0.4899
H -1.9374 0.4736 1.1832 0.3565
H 1.8013 -2.1831 -1.6983 0.3123
C 1.5946 -1.4215 -0.9634 -1.2105
H -0.4077 1.6190 -2.1959 0.3566
H -1.6354 1.4098 -1.0455 0.3889
H 0.6021 -0.2709 -2.3844 0.2337
N 0.1583 0.5057 -0.5175 0.1267
O 0.1785 -2.4977 0.3428 -0.1576
C -0.6129 1.6259 -1.0830 -1.2392
H -0.1723 2.5221 -0.6920 0.4803
H 1.9524 -1.5266 0.0136 0.3947
H 0.1749 1.7435 0.9168 0.3379
O -1.2393 -1.2683 1.7748 -0.2586
C -0.5614 -2.0391 1.0942 0.7845
C 0.2051 0.5935 0.9152 -0.8431
```

Properties
maximum force = 0.080 hartree/bohr
total energy = -11957.9440 eV
HOMO (spin up / spin down) = -11.902 / -11.903 eV
charge = +1
orbital gap (spin up / spin down) = 6.78 / 6.78 eV


5.
This record from the OMol25 dataset describes C4H5N3O in the gas phase at a distorted geometry. The level of theory is the ωB97M-V functional and the def2-TZVPD basis.

```
13
Properties=species:S:1:pos:R:3:mulliken_charge:R:1
C 0.8469 -0.6835 0.8066 0.2202
H 0.0616 -0.8070 -2.3123 0.3256
C -0.5437 0.3460 -0.7072 0.1736
N -0.4684 1.9344 0.4977 -0.4543
H 2.0195 -1.1327 2.4852 0.2589
O 0.4708 -1.4654 -0.3122 -0.2757
N -0.4655 -0.9010 -1.3362 -0.2686
H -1.3889 2.4240 -1.4010 0.2110
H -2.5670 1.4614 -0.2115 0.2827
C -1.5714 1.6083 -0.6504 -0.2433
H -0.9713 2.2335 1.4434 0.2547
C 0.1590 0.5663 0.3528 0.1530
N 1.7532 -1.5304 1.3647 -0.6379
```

Properties
maximum force = 0.140 hartree/bohr
total energy = -10739.0313 eV
HOMO = -8.560 eV
orbital gap = 8.99 eV
structure (SMILES) = [H]/N=c1/o[nH]c2c1NC2


6.
This record from the OMol25 dataset describes 2 unconnected molecules or ions with the total composition C4H12 at a distorted geometry. The level of theory is the ωB97M-V functional and the def2-TZVPD basis.

```
16
Properties=species:S:1:pos:R:3:mulliken_charge:R:1
C 0.0846 1.3743 1.4265 -0.5699
H 1.1376 -0.0745 -1.7504 0.3003
C 0.1135 -0.3430 -1.5115 -0.4020
C -0.5632 -1.4293 -2.4178 -1.0542
H -1.4724 -1.7948 -1.8326 0.2678
H -0.0033 -0.5773 1.9618 0.2989
H 1.3859 0.1994 2.6437 0.2147
H -0.3992 1.2621 0.4206 0.1839
H -0.1124 0.5461 3.3654 0.3283
H -0.5997 0.6570 -1.7754 0.2103
H -0.8348 -1.1860 -3.4331 0.3252
H 1.1259 1.6045 1.0709 0.2392
H -0.3112 2.3692 2.0558 0.2132
H -0.0103 -2.3084 -2.2472 0.3376
C 0.2785 0.3380 2.4167 -0.8906
H 0.1804 -0.6374 -0.3935 -0.0027
```

Properties
maximum force = 0.110 hartree/bohr
total energy = -4340.5478 eV
HOMO = -10.797 eV
orbital gap = 11.87 eV
structure (SMILES) = CC.CC


7.
This record from the OMol25 dataset describes a molecular structure, CaH12NO9 at a distorted geometry. The level of theory is the ωB97M-V functional and the def2-TZVPD basis.

```
23
Properties=species:S:1:pos:R:3:mulliken_charge:R:1
H -0.7438 1.2539 -3.0841 0.2647
O 1.8573 1.2897 3.2636 -0.5965
H -0.5116 -2.4987 1.5074 0.2834
H 2.3117 -1.5482 -1.1452 0.2419
O 1.8018 -0.7383 -1.1238 -0.4836
H -2.0833 2.0676 0.6783 0.2554
H 0.9438 2.7684 -0.0867 0.2616
O 2.6170 -0.5057 2.3776 -0.6027
O 0.8791 1.9516 -0.5814 -0.4771
O -2.4559 -1.0099 -0.5188 -0.5400
O 0.7028 0.1602 1.8971 -0.5695
H 2.3477 -0.0989 -1.5814 0.2317
O -1.6869 1.2565 0.9963 -0.4685
O -0.6295 0.4620 -2.5587 -0.5810
H -3.1838 -0.9072 -1.1319 0.2568
H -1.6882 1.3462 1.9493 0.2619
H 0.2928 -3.3850 0.5804 0.2329
H -0.4132 -0.2192 -3.1954 0.3041
H -2.8355 -1.4710 0.2292 0.2561
O 0.0335 -2.4743 0.7209 -0.4991
Ca -0.2579 -0.1947 -0.2892 1.9096
N 1.7185 0.2794 2.5922 0.7893
H 0.9839 2.2157 -1.4955 0.2687
```

Properties
maximum force = 0.088 hartree/bohr
total energy = -38545.6591 eV
HOMO = -10.830 eV
charge = +1
orbital gap = 7.03 eV


- What is the maximum force in the third record?
  0.008 hartree/bohr